C3H7OP | ωB97M-V/def2-TZVPD

The calculation puts the energy above the lowest of the compared OMol25 structures with the same formula, charge and spin at 91.89 kJ/mol. Its total energy is -535.0432 Eh. The HOMO energy comes out at -8.6 eV. The value obtained for the HOMO-LUMO gap is 9.675 eV. As for the multiplicity: 1. The LUMO energy comes out at 1.1 eV. Its molar mass is 90.06 g mol⁻¹.

Element x y z (Å)
C -1.594725 0.400548 -0.108973
C -0.339367 1.111599 0.621539
C 1.568899 -1.143763 -0.267614
O -0.817468 0.020978 -1.312186
P 0.759034 0.477936 -0.835757
H -1.901985 -0.446948 0.340522
H -2.415916 1.061067 -0.280948
H -0.583493 2.209218 0.636039
H -0.244452 0.614786 1.602975
H 1.059242 -1.603545 0.532885
H 2.622416 -0.931746 0.094648
H 1.887816 -1.770131 -1.023131

Force components x, y, z for each atom (eV/Å):
4.4 2.5 -1.5
-1.7 -0.9 -0.4
1.2 3.0 1.5
-0.3 0.1 0.1
-1.3 -0.2 0.4
-1.1 -2.8 1.7
-0.4 0.4 -0.6
1.0 -1.0 0.3
0.4 0.8 -0.2
-0.7 -0.9 0.7
-1.1 0.5 0.2
-0.4 -1.5 -2.1